38
Properties=species:S:1:pos:R:3:forces:R:3:mulliken_charge:R:1 method="wB97M-V/def2-TZVPD" gap_ev=8.4 e_tot_ev=-28379.8367 lumo_energy_ev=0.329 de_lowest_kcal_mol=0.6 smiles=COCCNc1nc2ccccc2n2nc(-c3ccco3)nc12
C -0.93567 -3.88298 1.55756 -0.098 -0.209 0.138 -0.649
O -2.14911 -3.28572 1.06052 0.755 0.391 0.183 -0.355
C -2.66719 -2.26400 1.92063 -0.105 -0.565 0.495 -0.481
C -3.33163 -1.10108 1.17553 1.861 0.013 0.331 -0.905
N -2.39226 -0.55890 0.19089 0.368 0.916 -0.148 -0.269
C -1.46770 0.44082 0.42170 -0.685 -0.662 1.206 0.033
N -1.50379 1.22663 1.47192 0.520 -0.369 -0.730 -0.656
C -0.39941 2.06626 1.69249 -0.244 -0.315 -0.914 -0.119
C -0.37950 2.90188 2.81331 0.981 0.541 -0.069 -0.307
C 0.72675 3.70609 3.10256 -0.599 -0.120 -0.469 -0.510
C 1.80703 3.71967 2.22153 0.800 -0.411 -0.313 -0.467
C 1.83374 2.89343 1.08227 -0.342 0.424 0.684 -0.788
C 0.71084 2.09164 0.80140 1.015 1.456 1.867 1.193
N 0.69743 1.26777 -0.28179 -1.238 -0.642 -0.339 1.061
N 1.63135 1.15135 -1.23699 -0.188 -0.968 -0.575 -1.436
C 1.08828 0.21408 -2.01788 -1.897 -1.014 -0.736 0.253
C 1.63886 -0.33226 -3.27588 2.030 0.942 -0.080 0.230
C 2.85007 0.08346 -3.80985 -1.655 -1.422 -0.802 -0.468
C 3.00420 -0.68468 -5.03302 -0.619 0.150 0.216 -0.407
C 1.87732 -1.47489 -5.13284 1.644 0.864 0.178 -0.411
O 1.05026 -1.31237 -4.06226 0.504 1.032 0.497 -0.360
N -0.17448 -0.20838 -1.61756 1.154 -0.815 -1.338 -0.687
C -0.36822 0.44955 -0.53195 0.527 1.473 1.204 0.958
H -0.52222 -4.52709 0.75016 -0.458 0.389 0.578 0.242
H -1.11045 -4.50537 2.48879 0.054 0.626 -0.978 0.269
H -0.16773 -3.11343 1.79565 -0.495 -0.302 -0.111 0.293
H -3.42294 -2.75123 2.54746 0.002 0.202 0.244 0.390
H -1.86978 -1.87547 2.57720 -0.168 -0.045 -0.269 0.370
H -4.23017 -1.41425 0.70556 -0.740 -0.283 -0.660 0.421
H -3.58369 -0.33879 1.91355 0.103 0.064 -0.133 0.367
H -2.04733 -1.20015 -0.51112 -0.338 -0.142 -0.001 0.361
H -1.23387 2.96029 3.44916 -0.507 -0.283 0.273 0.437
H 0.72317 4.36552 3.97848 -0.026 -0.372 -0.378 0.349
H 2.68282 4.33837 2.47753 -0.486 -0.368 -0.340 0.333
H 2.71210 2.85082 0.43162 -0.449 0.071 0.200 0.388
H 3.46008 0.86886 -3.40742 0.169 -0.010 0.071 0.498
H 3.81721 -0.60606 -5.77324 -0.657 -0.158 0.579 0.386
H 1.64562 -2.15934 -5.93571 -0.493 -0.083 0.440 0.444


110
Properties=species:S:1:pos:R:3:forces:R:3:mulliken_spin:R:1 method="wB97M-V/def2-TZVPD" gap_ev="7.7 / 7.7" e_tot_ev=-100124.8932 multiplicity=2 s2=0.76 lumo_energy_ev="-1.659 / -1.661" total_charge=+1 de_lowest_kcal_mol=64.2
Co 0.09802 -0.68988 0.13560 0.108 -0.256 -0.115 0.945
C 4.86676 -1.59520 0.46941 -0.129 0.060 0.049 -0.001
N 3.93260 -2.07016 1.47257 -0.117 0.297 0.039 -0.002
C 4.46554 -2.18867 2.81837 0.017 0.003 -0.050 0.000
C 2.54862 -1.96742 1.30226 0.022 0.081 -0.100 -0.016
N 1.92566 -0.88638 0.92505 0.063 0.301 0.039 -0.047
C 2.66211 0.37892 0.93037 0.135 -0.215 0.103 -0.006
C 1.77429 1.57809 1.19576 0.038 -0.018 -0.142 0.004
N -0.20620 1.42976 -0.11157 0.303 0.025 -0.010 0.046
C 0.29496 1.28223 -2.54776 -0.026 -0.064 0.017 0.009
C 0.36723 -0.21296 -2.78680 0.056 -0.007 -0.028 0.003
N 0.93838 -1.02429 -1.70522 -0.065 0.325 0.202 0.020
C 1.87926 -1.86208 -2.04933 -0.042 -0.162 -0.055 0.002
N 1.89250 -3.11468 -1.50657 0.058 0.052 -0.176 -0.001
C 3.07851 -3.94507 -1.43125 0.014 -0.011 -0.068 0.000
C 0.63461 -3.83550 -1.36699 -0.015 -0.076 -0.071 0.011
N 2.87317 -1.56412 -2.95168 -0.056 -0.049 0.165 0.000
C 3.21947 -2.45663 -4.04480 0.018 -0.008 0.020 0.000
C 3.40372 -0.22127 -3.06845 -0.054 0.024 -0.033 -0.001
C -1.11080 1.97827 0.92026 -0.122 0.001 -0.011 0.003
C -1.93195 0.86669 1.53831 -0.074 0.063 0.085 0.009
N -1.03474 -0.17870 2.03024 0.200 0.040 -0.243 0.033
C -1.40147 -0.71886 3.16025 -0.164 0.006 0.046 0.001
N -0.49511 -1.26253 4.03143 -0.052 0.153 0.020 0.002
C 0.82767 -0.69626 4.19038 0.065 -0.069 -0.063 0.001
C -0.85958 -2.27928 4.99851 0.020 -0.016 -0.015 0.000
N -2.71688 -0.74907 3.55190 0.146 -0.258 0.017 0.001
C -3.14598 -0.44791 4.90239 -0.016 -0.039 -0.006 0.000
C -3.75016 -1.18164 2.62644 -0.040 0.085 -0.041 0.001
N 1.88475 -3.12881 1.54226 -0.055 -0.206 0.101 0.004
C 0.44264 -3.22176 1.66182 -0.108 0.024 -0.027 0.011
C 2.56706 -4.37951 1.83736 -0.024 0.013 0.176 0.001
H 5.65361 -2.34283 0.34044 0.017 0.003 -0.011 0.000
H 4.35792 -1.47262 -0.48416 -0.036 0.050 -0.021 0.001
H 5.34438 -0.64868 0.73775 -0.018 0.066 0.024 0.000
H 4.75802 -1.21232 3.22274 0.009 -0.014 0.005 0.000
H 3.72401 -2.62337 3.48369 -0.044 -0.022 0.027 0.000
H 5.34578 -2.83485 2.82003 0.006 -0.015 0.001 0.000
H 3.42867 0.37121 1.70961 0.091 -0.050 -0.001 -0.001
H 3.16092 0.55423 -0.02501 0.072 -0.040 -0.057 0.001
H 1.07659 1.36069 2.00531 -0.012 0.054 -0.038 0.000
H 2.40255 2.41753 1.50165 -0.009 -0.020 -0.036 0.001
H -0.01900 1.73972 -3.48896 0.007 -0.013 0.014 0.000
H 1.27641 1.68850 -2.30833 0.050 0.008 -0.021 0.001
H -0.64205 -0.58946 -2.97026 0.022 -0.016 -0.032 -0.003
H 0.91030 -0.38462 -3.71840 0.053 -0.007 0.005 0.002
H 3.97333 -3.34758 -1.57897 -0.004 0.003 -0.030 0.000
H 3.12858 -4.41053 -0.44589 0.015 0.052 -0.237 -0.001
H 3.06705 -4.74552 -2.17676 -0.009 0.004 -0.040 0.000
H -0.19536 -3.14167 -1.25325 0.000 -0.034 0.007 -0.006
H 0.45485 -4.46073 -2.24838 0.028 -0.014 -0.009 0.000
H 0.68757 -4.49229 -0.50002 0.002 0.012 -0.173 0.002
H 2.64830 -3.37634 -3.97964 -0.032 -0.062 0.024 0.000
H 2.97670 -1.97902 -4.99813 0.005 0.002 0.001 0.000
H 4.28528 -2.69751 -4.04516 0.002 -0.002 0.014 0.000
H 3.13548 0.35404 -2.18723 -0.018 0.030 0.026 0.000
H 4.49252 -0.27079 -3.14613 0.000 -0.005 -0.005 0.000
H 3.02611 0.30194 -3.95148 -0.016 0.011 -0.012 0.000
H -0.50421 2.46841 1.67836 -0.026 -0.003 0.011 0.000
H -1.77067 2.73700 0.49417 0.042 0.002 0.010 -0.001
H -2.51699 1.30361 2.35432 0.008 -0.047 -0.005 0.000
H -2.63723 0.48151 0.80515 -0.024 0.052 0.052 -0.002
H 1.09299 -0.13246 3.30398 -0.017 -0.016 0.037 0.000
H 0.87817 -0.04830 5.07188 0.002 -0.017 0.017 0.000
H 1.55788 -1.49886 4.32204 0.018 -0.007 -0.031 0.000
H -1.78293 -2.76843 4.70050 -0.016 0.008 -0.001 0.000
H -0.07020 -3.03415 5.03888 0.010 -0.006 -0.020 0.000
H -0.98023 -1.87721 6.00808 -0.004 0.009 0.007 0.000
H -2.31896 -0.04024 5.47764 0.022 0.009 0.012 0.000
H -3.93555 0.30612 4.86634 -0.006 0.004 0.001 0.000
H -3.54248 -1.32497 5.42215 0.002 -0.014 0.005 0.000
H -3.32193 -1.37655 1.64639 0.029 -0.019 -0.025 -0.001
H -4.21092 -2.10553 2.98815 -0.019 0.024 0.040 0.000
H -4.53284 -0.42559 2.52735 0.009 0.015 -0.032 0.000
H -0.08592 -2.46670 1.07177 0.056 -0.309 0.201 0.010
H 0.12505 -4.19682 1.29455 -0.033 0.095 0.128 0.002
H 0.12138 -3.12537 2.69349 -0.033 0.051 0.148 0.005
H 3.60983 -4.33214 1.54175 -0.032 0.004 0.071 0.000
H 2.51339 -4.62272 2.90279 -0.008 0.000 0.015 -0.001
H 2.07965 -5.18671 1.28917 -0.013 -0.037 0.031 0.001
C -5.67070 2.76735 -2.80163 0.003 0.029 0.012 0.000
C -4.44538 3.65780 -2.91060 0.038 -0.026 -0.012 0.000
C -4.69159 5.02392 -2.29182 0.004 0.000 0.030 0.000
C -3.51396 5.93057 -2.59084 0.012 -0.013 -0.004 0.000
C -2.20439 5.26626 -2.24298 -0.019 0.001 0.001 -0.003
C -1.08072 6.05734 -2.07953 0.001 -0.004 -0.007 0.001
C 0.11575 5.46310 -1.75414 0.026 0.012 0.006 -0.001
F 1.21815 6.22969 -1.61297 -0.037 -0.021 -0.007 0.000
C 0.22470 4.10801 -1.56334 0.038 0.010 -0.056 0.001
C -0.89364 3.28355 -1.69309 0.014 -0.025 -0.054 0.005
C -0.72093 1.76470 -1.49612 -0.030 -0.027 0.052 -0.022
O 1.09105 2.04493 0.03977 -0.091 0.120 0.225 -0.003
C -2.06048 1.06989 -1.63366 0.013 -0.017 -0.106 -0.010
C -3.15007 1.74529 -2.04518 -0.007 0.003 -0.006 -0.001
N -3.25012 3.07479 -2.27154 0.012 0.044 0.005 0.002
C -2.11145 3.87497 -2.06994 -0.032 0.002 0.032 0.001
C -2.35175 -0.39588 -1.38277 0.058 0.033 0.066 0.009
O -3.36719 -0.89488 -1.84221 -0.126 -0.030 -0.043 -0.001
O -1.55000 -1.07912 -0.62091 -0.085 0.000 -0.024 -0.023
H -6.52038 3.31009 -3.21406 -0.007 -0.003 -0.005 0.000
H -5.89351 2.52881 -1.76032 -0.009 -0.002 0.014 0.000
H -5.57383 1.83851 -3.36017 -0.002 -0.011 -0.010 0.000
H -4.21373 3.80401 -3.97437 -0.012 -0.005 0.002 0.000
H -4.81873 4.89978 -1.21206 -0.024 0.008 -0.001 0.000
H -5.61406 5.44758 -2.68906 0.002 0.000 -0.010 0.000
H -3.59409 6.87070 -2.04359 0.001 0.005 -0.002 0.000
H -3.51736 6.18724 -3.65473 0.007 0.005 0.005 0.000
H -1.13870 7.13010 -2.20872 0.006 0.018 0.007 0.000
H 1.18985 3.70437 -1.30938 -0.015 0.021 -0.028 0.001
H -4.04320 1.16018 -2.19449 0.009 -0.006 -0.004 0.001


21
Properties=species:S:1:pos:R:3:forces:R:3:mulliken_charge:R:1 method="wB97M-V/def2-TZVPD" gap_ev=9.5 e_tot_ev=-27528.9872 lumo_energy_ev=-3.201 total_charge=+1 de_lowest_kcal_mol=16.8
C 2.40170 -0.55302 1.83790 -0.151 -0.014 1.169 -1.102
C 0.97161 -0.03155 1.93073 1.313 -0.930 -1.264 -0.225
N 0.13480 -0.74051 0.88072 -0.374 0.755 -1.252 -0.152
H 2.99107 0.05634 2.55526 0.066 -0.299 -0.877 0.342
H 2.45394 -1.58103 2.23098 -0.067 0.262 -0.222 0.333
H 2.77198 -0.55948 0.80489 0.137 0.357 0.410 0.347
H 0.53734 -0.17120 2.90846 -0.231 -0.059 0.121 0.378
H 0.90134 1.00077 1.58884 0.008 0.101 0.363 0.317
H 0.29049 -0.27234 -0.06101 0.021 0.146 0.688 -0.159
H -0.78628 -0.40610 1.10685 -1.064 -0.555 -0.216 0.362
H 0.14028 -1.74306 0.63215 0.265 0.264 1.225 0.388
C 0.10599 -0.14404 -2.78708 0.223 -0.334 -0.898 -0.778
S 0.05310 1.25504 -1.65462 -0.899 0.453 -0.104 -0.086
S -1.97019 1.89398 -1.82612 0.843 -0.287 0.627 -0.019
C -2.72694 0.95170 -0.44439 -0.047 -0.202 -0.241 -0.674
H -0.55657 -0.95624 -2.47989 0.181 0.010 0.064 0.299
H -0.21766 0.18012 -3.78391 0.081 -0.008 0.293 0.354
H 1.15452 -0.49937 -2.90204 -0.639 0.246 0.330 0.305
H -2.28971 1.23717 0.52175 0.102 -0.098 -0.298 0.185
H -3.80943 1.19213 -0.34571 0.717 -0.277 -0.482 0.356
H -2.55138 -0.10933 -0.71379 -0.486 0.468 0.565 0.227


12
Properties=species:S:1:pos:R:3:forces:R:3:mulliken_spin:R:1 method="wB97M-V/def2-TZVPD" gap_ev="7.0 / 5.9" e_tot_ev=-9083.0776 multiplicity=2 s2=0.76 lumo_energy_ev="-8.391 / -9.514" total_charge=+2
C -0.98826 -0.22832 0.08348 -0.069 0.148 0.063 0.716
O -1.79650 0.38052 0.74026 0.131 -0.016 -0.161 0.109
Li -3.37867 -0.25132 1.66016 -0.190 -0.216 0.144 -0.001
Be 1.63097 1.37065 0.01247 -0.408 0.665 0.058 -0.003
C 1.59999 -1.54523 0.06805 -3.171 -1.414 1.031 0.059
C 1.49011 -0.23924 -0.20143 -0.261 1.221 1.717 -0.036
C 0.15096 0.35501 -0.70957 -0.135 -1.675 -3.275 0.130
O 0.19423 1.74846 -0.56522 1.438 0.243 1.032 0.046
Li -1.24770 2.53445 0.20530 -0.064 0.349 -0.085 0.006
H 1.16646 -1.86387 1.08362 3.280 -0.064 -0.254 -0.010
H -0.01531 0.04124 -1.75779 -0.354 0.247 0.054 -0.015
H 1.19371 -2.30236 -0.61933 -0.196 0.511 -0.323 -0.001


19
Properties=species:S:1:pos:R:3:forces:R:3:mulliken_charge:R:1 method="wB97M-V/def2-TZVPD" gap_ev=9.8 e_tot_ev=-19270.8093 lumo_energy_ev=0.430 de_lowest_kcal_mol=43.7 smiles=OCCCCS.O
O 1.64056 -2.27227 0.78286 -1.535 -0.313 -0.582 -0.525
C 1.35384 -1.32342 -0.26651 0.364 0.640 1.046 -0.566
C 1.15889 0.10809 0.32810 -1.437 -1.090 -1.891 -0.754
C -0.24126 0.86566 0.06725 0.852 -1.765 1.334 -0.306
C -0.04613 1.67949 -1.18793 -3.251 0.091 -0.473 -0.788
S -0.49685 0.66518 -2.67596 0.800 0.023 0.251 -0.175
H 0.79231 -2.58416 1.14795 0.572 0.157 -0.125 0.287
H 2.23727 -1.40046 -0.88405 0.460 0.388 -0.076 0.291
H 0.54564 -1.47278 -0.98919 -0.393 -0.975 0.702 0.327
H 1.88239 0.64278 -0.25244 0.342 0.998 -0.115 0.273
H 1.48721 0.17493 1.33793 0.034 -0.281 0.888 0.517
H -0.44890 1.29782 1.07330 0.228 1.031 -1.087 0.343
H -1.29806 0.37975 -0.13344 2.498 -0.265 0.425 0.217
H -0.98361 2.22150 -1.10317 -0.059 1.049 -0.769 0.306
H 0.72551 2.37843 -1.44563 0.781 -0.083 0.599 0.478
H 0.49380 -0.26009 -2.60219 -0.262 0.389 -0.114 0.076
O -3.02817 -0.20510 2.56506 -0.290 0.501 0.630 -0.636
H -3.43125 -0.02070 1.71117 0.434 -0.464 -0.055 0.320
H -2.34319 -0.87464 2.52690 -0.137 -0.031 -0.585 0.312


12
Properties=species:S:1:pos:R:3:forces:R:3:mulliken_spin:R:1 method="wB97M-V/def2-TZVPD" gap_ev="6.4 / 2.0" e_tot_ev=-77670.0851 multiplicity=10 s2=24.77 lumo_energy_ev="-20.062 / -23.255" total_charge=+4
Fe 4.74390 -8.64740 -1.54386 -0.782 -0.458 0.507 3.839
Fe 7.65349 -8.67708 0.97982 -0.171 0.928 1.767 3.921
F 5.63593 -7.96837 0.32067 0.969 -0.524 -2.113 0.053
O 3.93852 -8.76057 2.38675 -0.126 -0.055 -0.826 0.154
H 4.62633 -9.28590 2.79562 -0.033 -0.615 0.793 -0.005
H 4.40933 -8.07012 1.92002 -0.179 0.457 0.342 -0.006
O 5.71218 -5.26814 0.48716 0.016 1.579 1.927 1.027
H 5.60747 -6.20211 0.30556 -0.558 -2.538 0.128 -0.015
H 5.85075 -4.87057 -0.37247 0.261 2.135 -1.972 -0.016
O 7.30365 -7.22530 2.53779 0.085 -1.261 -1.945 0.045
H 7.32841 -7.35076 3.48641 0.224 -0.456 1.284 0.001
H 7.21183 -6.27944 2.42313 0.294 0.806 0.107 0.000